{
  "formula": "C47H46N10O2SSeSiTi",
  "method": "ωB97M-V/def2-TZVPD",
  "multiplicity": 1,
  "de_lowest_ev": 0.0000,
  "e_tot_ev": -175647.1182,
  "charge": 2,
  "elements": ["H", "C", "C", "N", "N", "C", "H", "H", "H", "C", "H", "H", "H", "H", "C", "C", "H", "H", "H", "H", "C", "C", "H", "C", "C", "N", "C", "H", "H", "C", "C", "S", "H", "C", "H", "C", "C", "C", "C", "N", "H", "H", "C", "H", "H", "C", "H", "N", "H", "H", "C", "H", "C", "H", "H", "H", "Se", "C", "C", "C", "Si", "C", "C", "C", "H", "O", "N", "N", "C", "C", "H", "C", "H", "H", "H", "C", "C", "Ti", "H", "H", "H", "H", "H", "C", "C", "H", "N", "H", "C", "C", "C", "N", "C", "C", "H", "H", "C", "C", "C", "H", "H", "C", "C", "C", "H", "H", "C", "N", "O"],
  "coordinates": [[-2.1246, -1.1805, -2.4196], [5.8979, -1.8232, 0.1490], [1.3417, -3.3742, 0.4680], [0.7060, 5.9523, -3.5414], [3.7351, 2.5816, 0.6835], [1.5845, -4.6008, 1.0706], [3.7813, -1.9065, -0.0322], [3.8235, 4.4683, 3.4575], [-0.8141, 4.9393, 1.1321], [-0.1709, 4.9424, -0.9181], [8.3704, -2.4961, 0.6394], [0.7653, -1.9932, -1.8301], [-4.8248, 2.0142, -0.7258], [-4.0405, -0.5463, -3.4114], [0.0695, -0.2847, -3.8380], [-0.6320, -4.2823, -0.5733], [-4.6471, -1.8594, -2.4329], [2.0058, -2.5370, 0.6408], [0.4613, -0.5872, -5.9204], [-2.1832, 2.2094, 2.7095], [-0.0946, -0.2915, 1.2972], [2.2495, 3.1078, 2.8940], [-0.1228, -1.3342, -3.6534], [-2.9018, 0.3412, 0.4567], [-4.5132, 1.5062, -1.6388], [8.2776, -1.5790, 0.2395], [-2.9801, 1.4260, -1.6972], [-2.5755, -1.6984, 4.4428], [-6.0906, 0.1825, -2.3207], [0.6681, 1.4704, -5.3351], [0.2153, 1.8520, -3.0137], [3.0744, 0.6196, -1.2105], [-0.5658, -2.9627, 2.9276], [6.9633, 0.1964, -0.6800], [-2.6429, 1.3299, -2.7326], [0.7244, -5.6663, 0.8510], [2.5645, 2.0198, 0.9483], [-1.5290, -3.2947, 2.5585], [-2.6490, 2.1393, 4.7749], [1.7875, 2.2291, 2.0038], [-4.9713, -4.5263, 1.3407], [-1.0691, -6.3243, -0.1230], [0.4045, 0.1354, -5.1197], [0.5276, -1.1399, 1.5965], [0.9421, 1.8469, -6.3107], [0.1424, 4.1308, -2.0145], [-1.3067, -5.2397, 3.4266], [-0.2205, 2.1851, -0.6694], [-3.0744, -0.6692, 6.6022], [5.1286, 3.9240, 1.3704], [0.5380, 4.6722, -3.3094], [-1.4943, -4.1600, -1.2178], [-2.5792, -0.6191, 4.5203], [0.2655, 0.5770, 1.8636], [-2.6910, 3.2159, 4.8658], [2.4460, -4.7217, 1.7112], [1.1945, 6.1187, -5.2430], [-3.1792, -5.0326, 2.4037], [-4.0001, -4.1864, 1.6746], [7.0710, -1.0783, -0.0889], [-1.9013, -0.6121, 1.7381], [-2.3574, 1.5533, 3.5538], [-2.9026, 1.3375, 5.8783], [-2.8679, -0.0405, 5.7482], [-3.5071, -6.0366, 2.6370], [2.1472, -0.4987, -1.6214], [1.1216, 4.3677, -5.5392], [-2.4176, 0.2804, -0.9430], [4.5822, -0.0486, -0.7759], [-1.9435, -4.5841, 2.8488], [-3.1364, 1.7875, 6.8332], [-2.3420, -2.4191, 1.8315], [-5.4774, -0.2319, -0.7457], [-2.8671, -1.7632, -0.9191], [-4.2687, -2.2298, 0.8789], [-5.1756, 0.1251, -1.7324], [4.1744, 3.4567, 1.5809], [0.4070, 0.2040, -0.6125], [-4.8390, 2.1404, -2.4654], [5.6494, 1.6821, -1.4675], [-2.8481, 1.3879, 0.7653], [1.6261, 3.2828, 3.7634], [-0.1253, 6.0162, -1.0307], [-0.5229, 2.9626, 0.3645], [3.4562, 3.7624, 2.7292], [7.8583, 0.7694, -0.8746], [-0.0308, 0.5430, -2.8009], [9.1203, -1.0688, 0.0467], [4.6711, -1.3134, -0.1896], [-2.3123, 0.1633, 3.3957], [-0.3880, -5.5016, 0.0392], [2.1273, 1.0307, 0.0553], [0.2420, -3.2298, -0.3591], [-2.8628, -0.9500, -1.6465], [5.9734, -2.8093, 0.5851], [-3.9620, 0.0880, 0.5395], [0.5657, 2.3581, -4.2649], [0.7673, 3.7953, -4.4133], [5.7354, 0.7062, -1.0163], [-0.7211, 2.4652, 1.3029], [0.9165, -6.6222, 1.3163], [-3.5867, -2.8883, 1.4037], [-0.5442, 4.3519, 0.2672], [0.0583, 2.7520, -1.8679], [-0.8430, -2.0326, -1.5689], [-2.5664, 2.3541, -1.3027], [-4.2142, -0.8594, -2.3783], [0.0540, -1.9858, -1.0937], [3.2393, 1.6642, -2.1723]],
  "atomic_forces_ev_per_a": [[0.036, 0.004, -0.032], [-0.053, 0.021, -0.012], [0.007, -0.031, 0.030], [-0.009, -0.117, 0.065], [-0.001, 0.098, -0.005], [-0.054, 0.028, -0.028], [0.030, 0.016, 0.003], [0.013, 0.014, 0.015], [-0.011, 0.018, 0.018], [-0.010, -0.103, -0.018], [-0.002, 0.043, -0.022], [-0.150, -0.099, 0.071], [0.001, 0.011, -0.004], [0.009, -0.003, 0.003], [-0.050, 0.012, -0.013], [0.051, -0.045, 0.053], [-0.004, 0.006, 0.005], [-0.032, -0.017, -0.002], [0.000, -0.009, -0.006], [-0.007, 0.041, -0.067], [-0.399, -0.133, -0.333], [0.019, 0.060, -0.015], [0.011, 0.008, -0.012], [-0.035, -0.062, 0.013], [0.021, 0.057, 0.002], [0.056, -0.070, 0.046], [0.052, 0.069, -0.014], [0.005, -0.039, -0.015], [-0.006, -0.003, 0.012], [-0.023, -0.008, 0.039], [-0.033, 0.225, -0.020], [-0.108, -0.068, 0.019], [0.066, 0.028, 0.015], [-0.121, -0.001, -0.014], [-0.008, -0.005, -0.010], [0.001, 0.028, 0.013], [-0.091, -0.432, 0.076], [-0.028, 0.023, -0.006], [0.004, -0.036, -0.020], [0.043, 0.178, -0.021], [-0.013, -0.006, -0.009], [-0.024, -0.039, -0.011], [-0.020, -0.013, 0.093], [0.073, -0.024, -0.014], [0.008, 0.010, -0.032], [-0.026, 0.098, -0.012], [0.027, -0.019, 0.020], [0.045, 0.475, -0.253], [-0.012, -0.037, 0.048], [0.021, 0.007, 0.010], [-0.002, 0.290, 0.026], [-0.027, 0.008, -0.022], [-0.002, -0.044, -0.006], [0.080, 0.065, -0.052], [0.000, 0.043, 0.002], [0.047, -0.008, 0.037], [-0.096, -0.287, 0.205], [-0.003, -0.030, -0.010], [0.014, 0.042, -0.011], [-0.002, 0.020, -0.010], [-0.027, 0.076, 0.068], [0.021, -0.020, 0.034], [-0.006, 0.022, 0.035], [-0.006, 0.005, -0.013], [-0.007, -0.023, 0.000], [-0.021, 0.098, 0.079], [-0.015, -0.093, 0.092], [-0.023, -0.062, -0.012], [0.099, 0.017, 0.040], [0.008, -0.007, -0.016], [-0.002, 0.011, 0.025], [-0.011, -0.034, 0.038], [0.004, 0.000, -0.017], [-0.006, -0.031, 0.019], [-0.032, 0.041, -0.052], [-0.033, -0.026, -0.012], [-0.051, 0.099, 0.154], [-0.104, -1.117, 0.678], [0.016, -0.001, 0.000], [-0.007, 0.063, -0.029], [0.023, 0.067, 0.043], [-0.001, -0.004, 0.007], [0.004, 0.059, -0.003], [0.042, 0.075, 0.124], [0.061, -0.038, -0.091], [0.049, 0.039, -0.009], [0.224, 0.155, -0.053], [0.007, -0.002, -0.001], [0.000, -0.028, -0.018], [0.027, 0.065, -0.043], [-0.016, 0.027, -0.009], [0.292, 0.216, -0.214], [0.026, 0.104, 0.072], [0.020, -0.027, 0.044], [0.001, -0.043, 0.023], [-0.017, 0.012, -0.003], [-0.061, 0.009, -0.093], [0.072, 0.043, -0.261], [0.069, -0.077, 0.035], [0.024, 0.033, -0.045], [0.009, -0.033, 0.020], [0.020, -0.038, 0.023], [0.023, -0.112, -0.010], [-0.087, 0.078, -0.086], [-0.053, -0.060, 0.106], [0.006, -0.014, -0.016], [-0.017, -0.063, 0.001], [0.240, 0.288, -0.457], [-0.062, -0.009, -0.005]]
}

***

{
  "formula": "C47H47Cl5EuN3O4P2SSi2",
  "method": "ωB97M-V/def2-TZVPD",
  "multiplicity": 7,
  "e_tot_ev": -189276.2472,
  "charge": -2,
  "elements": ["C", "C", "C", "H", "C", "H", "O", "C", "Eu", "Si", "S", "H", "H", "H", "C", "H", "H", "H", "C", "H", "N", "C", "C", "H", "H", "C", "C", "H", "C", "C", "C", "H", "H", "C", "H", "P", "C", "O", "H", "H", "C", "H", "H", "C", "H", "H", "C", "H", "H", "H", "H", "H", "C", "Cl", "H", "H", "C", "C", "C", "H", "C", "H", "H", "H", "C", "C", "C", "C", "H", "N", "Cl", "C", "H", "H", "H", "C", "C", "C", "C", "H", "H", "H", "H", "C", "Si", "C", "N", "H", "C", "C", "C", "C", "Cl", "O", "C", "Cl", "H", "H", "C", "H", "H", "H", "C", "O", "C", "C", "C", "H", "C", "Cl", "C", "P"],
  "coordinates": [[-5.4510, -2.2055, 4.4768], [-1.4952, 3.2577, -4.7028], [-0.6643, 3.6749, 1.7174], [-1.8659, 4.1825, -5.1979], [-4.2812, -1.7892, 3.8037], [4.0033, 2.9738, -0.4525], [-2.7005, -0.0403, 3.4583], [4.1861, -4.0317, -0.8418], [-1.1718, 0.3419, 1.6921], [-2.0443, -2.5631, -3.5657], [-5.4959, -0.2704, -1.0644], [3.2676, -3.7938, 1.9984], [5.2416, -4.1906, -0.5934], [-1.7769, 4.7357, 0.2738], [-0.8822, 8.5170, 1.0346], [-1.8083, -3.1952, -5.9925], [3.6565, -2.3936, 3.0581], [-0.7696, -4.5635, 2.3339], [-1.1254, 2.0033, -2.5573], [4.5709, 0.8353, 3.1251], [0.6681, -1.6724, 1.4986], [2.2512, -2.5995, -0.7384], [-0.5319, 0.9535, -3.3303], [1.7306, -2.4835, -4.0728], [-0.0050, 0.2025, -5.2822], [2.4089, 0.8141, -3.6418], [-3.8458, -0.4310, 3.8385], [2.3445, 1.2942, -1.1948], [-0.4495, 1.0183, -4.6888], [-2.0526, -3.7244, -5.0302], [1.6345, 2.7144, 4.8037], [1.6984, 1.7304, 5.2438], [-0.8516, -2.7718, 4.2270], [3.5396, -1.5177, -4.7574], [-1.1504, -4.3528, -4.8750], [1.3719, -1.2676, 0.0529], [2.2592, -4.5899, -2.1185], [-1.3373, 7.1328, 1.0096], [-1.3498, -3.5736, -1.4286], [-1.3778, 8.9196, 1.9489], [2.8232, 1.2362, -0.2792], [0.6880, -5.3721, 2.8537], [0.5130, -4.9237, 1.1876], [-4.1323, -0.0686, -0.2605], [3.0383, -3.8081, 3.7552], [5.0978, -0.1881, -5.4476], [-3.5613, -1.5897, -3.9789], [-4.4834, -2.1343, -4.2118], [4.0847, -5.7646, -2.2436], [2.8131, -0.6344, 2.4530], [0.5007, -2.2140, 5.1750], [2.6981, 2.8926, 4.5515], [3.1022, 0.1193, 1.7924], [-7.6805, -1.7457, 6.0452], [1.0035, 4.9816, 4.4172], [-2.7301, -4.4498, -2.2001], [2.2492, -1.5225, -4.1496], [0.0812, -2.2323, 4.1594], [0.3151, -4.5543, 2.2204], [-2.3035, 3.8551, -2.8091], [4.0726, 1.0388, 2.2071], [-1.4016, 9.0001, 0.1945], [1.7506, -5.1728, -2.8566], [0.5548, -3.2903, -1.8718], [-1.6803, 3.0622, -3.2991], [-0.0902, 6.1366, 2.9163], [-0.8457, 2.2120, -5.3547], [1.5717, -3.5150, -1.5156], [-0.4960, 2.3488, -6.3774], [-0.5950, -1.7539, -3.3962], [-3.4902, -2.8904, 2.7168], [4.3228, 2.1280, 1.4327], [-3.3104, -0.9558, -4.8593], [2.0054, 1.7206, -3.2401], [0.1840, 8.6796, 0.9602], [0.6537, 2.5244, 3.6466], [-2.3127, -3.4803, -1.9830], [0.4663, 4.9787, 3.4325], [3.7303, 2.1226, 0.1877], [3.9673, -2.3642, -5.3401], [5.1271, 2.8103, 1.6735], [-3.8442, -0.8984, -3.1980], [-0.0843, -1.1413, 3.9544], [0.2425, -0.6070, -0.9625], [1.0910, -2.8793, 2.6611], [3.5859, -4.8546, -1.7998], [-3.1203, 0.0555, 0.3603], [4.1302, -2.3437, 0.4310], [0.2331, 3.7145, 2.9004], [1.7305, -0.4425, -3.5298], [-1.1462, 4.8593, 1.1702], [-0.8382, 6.1004, 1.7228], [-5.5462, -3.8844, 4.8196], [0.1919, 1.3790, 3.4291], [-4.9081, 0.5410, 4.2695], [-7.4648, 1.2882, 4.9735], [-2.9154, -4.3320, -5.2712], [-0.0585, 7.0080, 3.5606], [-6.1755, 0.0907, 4.7015], [-3.0471, -2.8803, -1.3690], [4.0910, 1.8709, -4.4940], [1.3466, 3.4135, 5.5990], [4.2164, -0.2885, -4.8072], [-0.9081, 2.5030, 1.0901], [2.9270, -3.2278, 2.8659], [2.4885, 0.1447, 0.5384], [3.6194, 0.8726, -4.2986], [-1.2433, 2.0598, -1.4699], [3.5613, -2.9312, -0.3417], [-4.5296, 2.1711, 4.4215], [-6.3862, -1.2708, 4.9450], [0.1106, -0.5937, -2.6444]],
  "atomic_forces_ev_per_a": [[0.571, 1.024, -0.017], [0.080, -1.026, 1.319], [1.128, -3.025, -0.032], [0.409, -0.906, 0.346], [-0.730, 0.633, -0.171], [-0.215, -0.311, 0.029], [0.561, 0.269, -0.533], [1.561, -0.877, -0.908], [0.273, -1.029, -1.417], [-0.028, 0.358, 0.105], [-0.756, -0.019, -0.329], [0.039, -0.090, 0.162], [-0.387, -0.137, 0.125], [0.486, 0.388, 0.498], [-2.135, -0.837, 1.156], [-0.223, -0.066, 0.846], [-0.878, -0.477, -0.510], [-0.064, 0.264, 0.027], [-0.458, 0.407, -1.955], [0.323, 0.152, 0.780], [0.754, 0.119, -0.183], [1.406, -0.989, 1.665], [-0.986, 0.541, 2.273], [-0.110, 0.471, -0.213], [-0.283, 0.476, 0.491], [0.301, -1.483, -0.120], [-1.972, 0.729, 0.266], [-0.621, 0.327, -1.688], [-0.383, 1.751, -1.674], [1.954, -0.140, -1.264], [0.625, -1.014, 0.307], [-0.203, -0.357, 0.410], [-0.459, 0.034, -0.126], [-0.222, 1.177, -0.343], [-0.473, -0.250, -0.198], [-3.078, 2.092, 0.224], [0.168, 0.587, 0.689], [0.228, 1.085, -0.675], [-0.876, 0.004, -0.250], [0.998, 0.295, -0.414], [-0.290, -2.014, 1.701], [0.015, 0.141, 0.172], [0.020, 0.573, 0.451], [2.252, 0.205, 1.518], [0.040, -0.969, 0.647], [-0.016, -0.111, 0.455], [-0.329, 1.270, -0.533], [0.282, -0.282, -0.040], [-0.371, 1.283, 0.543], [-0.245, -1.136, 0.885], [0.210, -0.317, -0.191], [-0.718, 0.402, -0.525], [0.388, 0.710, -0.834], [0.372, 0.015, -0.643], [-0.529, 0.532, -1.199], [-0.285, -0.607, 0.254], [2.011, -2.407, -0.568], [1.003, 0.939, 0.245], [0.413, -0.820, -0.425], [0.795, -0.815, -0.063], [-1.224, -0.782, 0.335], [0.335, -0.350, 0.111], [-0.313, -0.393, -0.237], [0.484, -0.071, 0.408], [-0.544, 1.337, -0.152], [0.178, 0.585, 0.396], [0.601, -0.145, -0.266], [-0.133, -0.047, -1.649], [-0.467, -0.168, -0.109], [-0.516, -0.672, -1.231], [0.370, 0.259, 0.480], [0.987, -0.680, -0.406], [-0.183, -0.320, 0.291], [-0.427, 0.260, 0.143], [0.272, -0.294, 0.248], [-0.541, 0.251, -0.632], [-0.263, 0.466, 1.049], [0.033, -0.234, 1.200], [0.684, 3.104, -1.158], [-0.522, 0.463, 0.823], [-0.185, 0.280, 0.021], [-0.018, 0.310, 0.322], [-0.160, -0.970, 0.159], [-0.359, 0.835, -0.001], [-1.407, 0.854, -0.781], [-0.360, -0.820, -0.094], [-1.285, -0.002, -0.692], [-0.824, -0.288, -1.038], [-1.218, -0.296, -1.144], [0.053, 2.053, 0.714], [-0.300, -0.071, -0.382], [0.233, -1.026, -0.181], [-0.622, -0.292, 0.116], [0.763, 1.192, 0.288], [-0.099, -2.724, 0.317], [0.801, -0.907, 0.096], [-0.294, -0.234, 0.420], [0.231, 0.312, -0.456], [0.971, 0.839, -0.274], [0.774, -0.699, -0.392], [-0.326, -1.032, 0.353], [-0.168, -0.110, -0.461], [-0.413, -0.510, -0.922], [0.171, 1.907, 1.550], [0.742, 1.068, 0.279], [1.224, -0.499, 0.699], [0.446, 0.787, -0.208], [0.303, -0.652, -0.419], [0.178, 1.120, 0.843], [0.518, 1.026, -0.421], [-0.041, -0.666, 0.226], [0.515, -0.093, 1.274]]
}